Density functional theory data (the ωB97M-V functional and the def2-TZVPD basis) for a single C16H17N3O5 molecule.

**Total energy**: -1160.42201 a.u.
**HOMO-LUMO gap**: 0.32211 Eh
**Lowest unoccupied orbital energy**: -0.62 eV
**Energy above the lowest of the compared OMol25 structures with the same formula, charge and spin**: 1.831 eV
**SMILES**: O=C(Cn1nc(C(=O)O)c2ccccc2c1=O)NC[C@H]1CCCO1
**Total charge**: 0

Last column: natural (NBO) charge in e.
Geometry (Å):
H: -2.3064 -1.1499 1.0496  0.43
C: -2.6307 0.2985 -1.2444  0.09
H: 3.0638 -2.7393 -0.1202  0.51
H: -0.9808 -2.6662 2.1977  0.24
C: -1.1824 -2.4957 0.0278  0.66
H: 0.2728 -3.5369 1.2423  0.24
N: -2.2239 -1.6629 0.1775  -0.62
H: 3.5200 3.7264 1.9330  0.22
H: 4.2059 1.5483 1.0070  0.26
H: -2.7615 -1.7982 -1.8058  0.23
C: 0.6479 2.0335 2.4470  -0.17
H: -2.5842 -0.1213 -3.9742  0.16
H: -0.7023 -0.5192 -1.8250  0.22
C: 3.2159 1.6873 1.4085  -0.19
O: 4.8992 -0.3806 0.2230  -0.56
C: 3.9327 -1.0921 0.2618  0.76
C: 2.3218 0.6092 1.3997  0.01
N: 1.7490 -1.6617 0.9046  -0.20
C: -1.2265 1.2443 -2.9663  -0.43
C: -1.1508 0.4600 -1.6546  -0.45
C: 2.8247 2.9006 1.9284  -0.18
O: -0.8821 -3.0682 -0.9966  -0.62
N: 0.5429 -1.4934 1.4095  -0.21
O: -3.4195 0.7916 -2.3118  -0.52
O: -1.0941 -0.2215 2.3113  -0.64
H: -4.0574 -1.2383 -0.7206  0.21
C: 1.0259 0.7929 1.9278  -0.15
O: 3.9364 -2.3219 -0.2434  -0.66
C: -2.9892 -1.1703 -0.9418  -0.25
C: 1.5428 3.0785 2.4485  -0.19
H: -0.5735 0.9810 -0.8919  0.21
H: 1.2539 4.0372 2.8517  0.22
C: -2.6147 0.8561 -3.4722  -0.07
H: -0.4370 0.9790 -3.6647  0.22
C: 2.6188 -0.6978 0.8778  0.04
H: -2.8727 0.9038 -0.3609  0.18
C: -0.3415 -2.6396 1.3139  -0.31
H: -3.0636 1.5897 -4.1421  0.19
C: 0.0610 -0.2983 1.9195  0.64
H: -0.3514 2.1387 2.8412  0.24
H: -1.1892 2.3166 -2.7730  0.20